Computed, not measured: a single C10H21N5O4 molecule, with ωB97M-V/def2-TZVPD.

Structure (XYZ):
```
40
Properties=species:S:1:pos:R:3:forces:R:3:mulliken_charge:R:1
H 5.8525 -0.4814 1.4353 -0.06 -3.06 1.24 0.26
N 5.9189 0.4276 1.1480 -0.45 1.57 -0.81 -0.74
C 5.0414 0.6665 0.2566 -0.84 2.34 -1.72 0.41
N 4.9668 1.9888 -0.2008 -0.51 -0.08 0.15 -0.42
N 4.0788 -0.0659 -0.4501 3.17 -2.68 1.50 -0.24
C 3.8397 -1.4241 0.0367 -2.65 0.57 1.62 -0.64
C 2.5060 -2.1170 -0.4442 -1.28 -1.48 1.74 -0.99
C 1.1137 -1.5849 0.1174 3.68 2.47 0.94 -1.19
C 0.5843 -0.3972 -0.6780 0.97 1.10 1.77 0.52
N 1.6728 0.5582 -1.0476 -0.51 -1.61 -2.00 -0.53
C -0.5200 0.2767 0.1459 -2.56 1.52 0.58 -0.13
O -0.4093 0.9219 1.1793 0.94 -0.96 -0.85 -0.64
N -1.8586 0.1561 -0.3754 4.47 -1.05 -3.28 -0.18
C -2.9564 0.0684 0.4340 -2.28 1.58 2.89 0.25
C -3.5908 -1.2811 0.2608 0.77 1.58 -0.84 0.21
O -3.6463 -1.8453 -0.8125 -0.29 -0.37 1.46 -0.56
O -4.1184 -1.6125 1.4304 -0.68 -1.09 -0.43 -0.41
C -4.1090 1.1406 0.0948 1.20 2.47 1.01 -0.14
C -3.6305 2.6641 0.5264 -2.20 -0.57 -2.43 -1.33
O -4.3809 1.1053 -1.3049 -0.44 -0.03 0.21 -0.57
H 5.3836 2.7301 0.3304 0.39 -0.25 -0.10 0.21
H 4.8356 2.1059 -1.1812 -0.02 0.33 -0.28 0.17
H 3.3147 0.3309 -0.9378 -0.10 0.98 0.79 0.39
H 4.6691 -2.0760 -0.1644 0.44 -0.32 0.09 0.42
H 3.6100 -1.3196 1.1748 0.94 -0.53 -1.53 0.35
H 2.4391 -3.2138 -0.0022 0.90 2.02 -1.03 0.34
H 2.3318 -2.2218 -1.5170 0.60 0.04 -0.17 0.38
H 0.4558 -2.3146 -0.0034 -2.92 -3.52 -0.99 0.65
H 1.0806 -1.5099 1.2288 0.63 0.81 -0.65 0.43
H 0.0907 -0.8106 -1.4937 -0.68 -0.58 -1.94 0.16
H 2.1201 0.3784 -2.0200 -1.74 0.02 1.81 0.41
H 1.2605 1.4395 -1.1203 -0.53 1.91 -0.12 0.19
H -1.9204 -0.4020 -1.2736 -0.17 0.94 1.58 0.29
H -2.6601 0.2751 1.5545 -0.50 -0.52 -2.21 0.46
H -4.6410 -2.3807 1.1961 -0.61 -0.86 0.53 0.38
H -4.9953 1.0792 0.7229 -0.18 -1.08 -0.16 0.42
H -4.4318 3.3874 0.0776 1.42 -1.29 0.87 0.28
H -2.7156 2.8624 0.0411 1.09 0.28 -0.96 0.35
H -3.4279 2.9428 1.5388 -0.44 -0.58 0.98 0.39
H -5.3341 1.1179 -1.5448 1.02 -0.02 0.74 0.35
```
Positions in Å, forces in eV/Å.

Calculated values
- total energy (hartree) = -968.3126
- energy relative to the best compared isomer or geometry (same formula, charge and spin) (eV) = 4.123
- multiplicity = 1
- SMILES = [H]/N=C(/N)NCCC[C@H](N)C(=O)N[C@H](C(=O)O)[C@@H](C)O
- HOMO-LUMO gap (eV) = 8.8
- highest occupied orbital energy (hartree) = -0.309